9
Properties=species:S:1:pos:R:3:forces:R:3 method="wB97M-V/def2-TZVPD" max_force_ha_per_bohr=0.09974 charge=-1 e_above_lowest_kj_mol=76.4 homo_ha=-0.096 orbital_gap_ev=6.22
S 1.631 -0.572 2.926 0.671 -0.329 0.166
H 2.818 -1.163 3.306 -0.740 0.360 -0.262
O -1.947 0.548 -2.118 -1.853 -0.632 -1.615
C -1.322 0.642 -1.125 1.823 4.460 1.759
C -0.115 -0.085 -0.784 -2.014 -1.371 3.202
H -1.454 1.600 -0.390 -0.468 -1.750 -1.096
H 0.831 0.262 -1.003 1.727 1.274 -0.736
H -0.271 -1.050 -1.137 0.270 -2.014 -0.953
H -0.172 -0.182 0.325 0.583 0.003 -0.466

8
Properties=species:S:1:pos:R:3:forces:R:3 method="wB97M-V/def2-TZVPD" max_force_ha_per_bohr=0.05369 e_above_lowest_kj_mol=114.0 homo_ha=-0.375 orbital_gap_ev=10.42 smiles=C#P.C
C -2.791 0.597 1.706 -1.504 -0.756 -1.425
P -3.163 -0.430 0.601 0.830 0.717 1.047
H -3.017 1.430 2.341 0.684 0.040 0.374
C 1.810 -0.296 -0.930 -2.013 -1.847 -0.400
H 0.955 -0.999 -1.300 1.581 0.985 1.068
H 1.346 0.606 -0.593 -0.073 0.867 -0.359
H 2.364 -0.660 -0.088 -0.008 -0.741 0.489
H 2.497 -0.250 -1.737 0.502 0.737 -0.795

8
Properties=species:S:1:pos:R:3:forces:R:3 method="wB97M-V/def2-TZVPD" max_force_ha_per_bohr=0.05767 e_above_lowest_kj_mol=291.7 homo_ha="-0.297 / -0.332" orbital_gap_ev="7.59 / 8.71" smiles="C=[PH]=C"
C -0.108 1.164 0.080 -1.046 1.030 0.705
P 1.116 0.001 -0.092 0.967 -0.588 1.324
C -0.050 -1.330 0.109 -2.959 0.080 0.176
H -0.398 1.875 -0.675 -0.230 0.034 -0.252
H -0.677 1.220 1.027 0.664 -0.031 -0.599
H 1.388 -0.023 -1.427 0.044 0.153 -1.191
H -0.100 -1.763 1.097 0.640 -0.440 0.298
H -1.171 -1.144 -0.118 1.921 -0.236 -0.462

8
Properties=species:S:1:pos:R:3:forces:R:3 method="wB97M-V/def2-TZVPD" max_force_ha_per_bohr=0.06325 e_above_lowest_kj_mol=437.5 homo_ha="-0.328 / -0.328" orbital_gap_ev="9.09 / 9.10"
C -1.150 0.688 1.178 -0.403 -0.307 0.822
C 1.122 -0.695 -1.191 0.336 -0.434 -3.206
H -0.559 1.053 0.386 0.471 0.222 -0.539
H -0.806 0.078 1.981 0.742 -0.396 0.082
H -2.139 1.014 1.354 -0.867 0.517 -0.339
H 1.255 0.079 -0.516 0.416 1.328 0.765
H 0.629 -1.561 -0.934 -0.967 -1.713 1.166
H 1.244 -0.691 -2.302 0.272 0.784 1.249

Repeat the first record exactly.
9
Properties=species:S:1:pos:R:3:forces:R:3 method="wB97M-V/def2-TZVPD" max_force_ha_per_bohr=0.09974 charge=-1 e_above_lowest_kj_mol=76.4 homo_ha=-0.096 orbital_gap_ev=6.22
S 1.631 -0.572 2.926 0.671 -0.329 0.166
H 2.818 -1.163 3.306 -0.740 0.360 -0.262
O -1.947 0.548 -2.118 -1.853 -0.632 -1.615
C -1.322 0.642 -1.125 1.823 4.460 1.759
C -0.115 -0.085 -0.784 -2.014 -1.371 3.202
H -1.454 1.600 -0.390 -0.468 -1.750 -1.096
H 0.831 0.262 -1.003 1.727 1.274 -0.736
H -0.271 -1.050 -1.137 0.270 -2.014 -0.953
H -0.172 -0.182 0.325 0.583 0.003 -0.466